1.
ORCA calculation (ωB97M-V with the def2-TZVPD basis set) on 15 unconnected molecules or ions with the total composition C56H152N10O18 in a non-equilibrium geometry.

Total energy   -112274.808 eV
Highest occupied orbital energy   -8.55 eV
E_LUMO   0.28 eV

Last column: Löwdin charge in e.
Atoms and positions in Å:
C  -3.394  -8.076  5.957  -0.0900
C  -4.434  -9.023  6.463  -0.4772
C  -5.448  -9.307  5.315  -0.1978
O  -6.591  -9.966  5.810  -0.2074
C  -7.513  -10.527  4.857  -0.0877
N  -3.727  -10.188  6.884  0.0348
H  -2.694  -7.728  6.717  0.0797
H  -3.990  -7.212  5.665  0.0762
H  -2.872  -8.520  5.109  0.0867
H  -4.918  -8.512  7.296  0.1326
H  -4.898  -9.949  4.626  0.1264
H  -5.837  -8.402  4.848  0.1232
H  -7.995  -9.663  4.400  0.0771
H  -8.271  -11.098  5.394  0.0868
H  -7.074  -11.054  4.010  0.0829
H  -2.944  -9.993  7.492  0.0772
H  -4.371  -10.930  7.113  0.0766
C  4.260  3.460  -17.196  -0.0892
C  4.143  2.010  -16.700  -0.4184
C  2.985  1.973  -15.659  -0.2098
O  3.254  2.663  -14.434  -0.1858
C  4.190  1.937  -13.508  -0.0549
N  3.962  1.171  -17.893  0.0246
H  3.454  3.968  -17.725  0.0768
H  5.050  3.490  -17.946  0.0665
H  4.530  4.129  -16.379  0.0721
H  5.097  1.749  -16.240  0.1256
H  2.739  0.924  -15.491  0.1123
H  2.086  2.363  -16.137  0.1219
H  5.200  1.924  -13.919  0.0684
H  3.938  0.930  -13.177  0.0833
H  4.359  2.576  -12.641  0.0780
H  3.146  1.544  -18.356  0.0642
H  4.724  1.280  -18.546  0.0645
C  -15.609  -5.048  -0.996  -0.0804
C  -15.964  -4.953  0.487  -0.4048
C  -15.316  -3.770  1.257  -0.2091
O  -13.909  -3.787  1.278  -0.1837
C  -13.222  -2.636  1.666  -0.1174
N  -17.434  -4.892  0.475  0.0138
H  -15.770  -4.149  -1.591  0.0776
H  -16.227  -5.853  -1.393  0.0676
H  -14.560  -5.263  -1.202  0.0690
H  -15.646  -5.842  1.032  0.1343
H  -15.713  -3.704  2.270  0.1208
H  -15.710  -2.856  0.813  0.1171
H  -13.759  -2.044  2.407  0.0811
H  -13.052  -1.997  0.799  0.0897
H  -12.349  -2.948  2.240  0.0894
H  -17.841  -5.690  0.009  0.0655
H  -17.820  -3.994  0.220  0.0695
C  -3.798  -8.299  -4.058  -0.0813
C  -3.631  -7.096  -3.248  -0.5024
C  -4.622  -6.968  -2.084  -0.1533
O  -6.095  -7.247  -2.255  -0.1978
C  -6.895  -6.204  -1.650  -0.1035
N  -2.258  -7.046  -2.780  0.0358
H  -3.183  -8.264  -4.958  0.0878
H  -4.782  -8.177  -4.512  0.0825
H  -3.781  -9.200  -3.446  0.0936
H  -3.771  -6.249  -3.919  0.1366
H  -4.362  -6.098  -1.480  0.1127
H  -4.224  -7.759  -1.448  0.1123
H  -6.773  -6.381  -0.581  0.0793
H  -7.959  -6.201  -1.884  0.0829
H  -6.404  -5.264  -1.904  0.0773
H  -2.096  -6.411  -2.011  0.0659
H  -1.924  -7.885  -2.328  0.0716
C  12.242  12.571  -9.145  -0.0811
C  11.840  12.624  -7.659  -0.4072
C  10.455  11.902  -7.507  -0.1729
O  9.950  12.038  -6.133  -0.2083
C  8.803  11.250  -5.897  -0.1189
N  12.805  11.867  -6.858  0.0265
H  13.192  13.104  -9.159  0.0796
H  11.463  12.955  -9.804  0.0721
H  12.319  11.611  -9.657  0.0726
H  11.953  13.674  -7.390  0.1347
H  10.548  10.864  -7.824  0.1181
H  9.701  12.386  -8.129  0.1167
H  9.079  10.778  -4.954  0.0850
H  8.732  10.557  -6.736  0.0781
H  7.846  11.731  -5.699  0.0798
H  12.403  11.616  -5.966  0.0614
H  12.952  10.973  -7.305  0.0639
C  10.621  0.700  9.119  -0.0468
C  9.418  0.719  8.057  -0.3949
C  9.839  0.890  6.564  -0.2327
O  8.826  0.925  5.604  -0.2123
C  9.137  1.332  4.273  -0.0791
N  8.572  -0.469  8.261  0.0204
H  11.214  1.609  9.020  0.0601
H  11.362  -0.051  8.846  0.0688
H  10.140  0.768  10.094  0.0742
H  8.795  1.558  8.368  0.1239
H  10.510  0.058  6.349  0.1199
H  10.456  1.788  6.525  0.1161
H  9.359  2.377  4.491  0.0874
H  8.266  1.056  3.678  0.0935
H  10.061  0.903  3.885  0.0815
H  7.858  -0.522  7.549  0.0590
H  9.121  -1.281  8.021  0.0616
C  -5.738  5.959  -2.110  -0.0781
C  -4.912  5.480  -3.291  -0.4401
C  -5.501  4.189  -3.797  -0.1929
O  -4.635  3.655  -4.840  -0.2118
C  -4.713  2.304  -5.143  -0.1265
N  -4.951  6.497  -4.391  0.0501
H  -5.376  6.974  -1.942  0.0729
H  -5.517  5.351  -1.232  0.0777
H  -6.816  6.050  -2.241  0.0815
H  -3.933  5.191  -2.907  0.1360
H  -6.482  4.366  -4.240  0.1294
H  -5.642  3.535  -2.937  0.1243
H  -4.248  1.798  -4.297  0.0854
H  -4.180  2.064  -6.063  0.0879
H  -5.767  2.046  -5.244  0.0857
H  -4.529  6.068  -5.202  0.0563
H  -4.234  7.199  -4.276  0.0621
C  2.119  0.774  10.748  -0.0838
C  2.627  -0.312  11.678  -0.3822
O  3.856  0.002  12.180  -0.0631
H  2.391  1.749  11.152  0.0742
H  1.050  0.688  10.554  0.0729
H  2.722  0.743  9.840  0.0693
H  2.740  -1.254  11.141  0.1096
H  2.008  -0.468  12.561  0.1136
H  4.423  -0.217  11.437  0.0890
C  1.867  8.086  1.289  -0.1069
C  2.680  8.318  2.577  -0.2478
O  1.842  7.600  3.567  -0.1155
H  1.943  7.062  0.921  0.0759
H  2.310  8.790  0.584  0.0671
H  0.815  8.366  1.334  0.0712
H  2.860  9.365  2.820  0.0999
H  3.672  7.874  2.497  0.1043
H  0.943  7.576  3.228  0.0518
C  -5.210  6.470  6.130  -0.1056
C  -5.348  6.388  7.658  -0.2944
O  -6.608  7.005  7.771  -0.1069
H  -6.028  6.007  5.578  0.0752
H  -4.289  6.025  5.753  0.0611
H  -5.126  7.508  5.810  0.0689
H  -4.587  7.008  8.132  0.1071
H  -5.422  5.389  8.086  0.1130
H  -6.503  7.955  7.689  0.0815
C  13.771  5.439  -3.700  -0.0990
C  13.585  5.368  -5.191  -0.3540
O  14.578  6.193  -5.750  -0.0664
H  13.648  6.479  -3.398  0.0725
H  14.774  5.238  -3.324  0.0777
H  12.989  4.844  -3.228  0.0734
H  12.605  5.724  -5.509  0.1069
H  13.589  4.321  -5.495  0.1084
H  14.857  5.642  -6.485  0.0805
C  5.064  -4.699  2.139  -0.0771
C  3.808  -5.408  2.702  -0.3682
O  2.784  -5.276  1.810  -0.0683
H  5.834  -4.713  2.911  0.0677
H  4.836  -3.682  1.818  0.0727
H  5.357  -5.368  1.331  0.0718
H  3.554  -4.904  3.635  0.0988
H  3.909  -6.459  2.972  0.1157
H  2.684  -4.347  1.587  0.0864
C  7.919  -0.424  -8.890  -0.0947
O  7.025  -1.485  -8.608  -0.1830
C  7.260  -2.119  -7.404  -0.2667
C  6.539  -3.480  -7.268  -0.1633
N  5.076  -3.254  -7.573  -0.0704
C  4.322  -4.473  -7.750  -0.2285
C  2.942  -4.162  -8.374  -0.2119
O  3.006  -3.520  -9.660  -0.1808
C  1.679  -3.268  -10.165  -0.1049
H  7.851  0.418  -8.201  0.0899
H  7.691  -0.148  -9.920  0.0878
H  8.926  -0.832  -8.973  0.0863
H  7.017  -1.408  -6.614  0.1210
H  8.268  -2.398  -7.096  0.1139
H  6.548  -3.637  -6.189  0.1089
H  6.936  -4.375  -7.748  0.1095
H  5.045  -2.609  -8.350  0.0911
H  4.196  -4.978  -6.793  0.1156
H  4.955  -5.192  -8.271  0.1045
H  2.490  -3.505  -7.630  0.1193
H  2.408  -5.113  -8.388  0.1144
H  1.045  -4.139  -9.998  0.0790
H  1.719  -3.078  -11.237  0.0820
H  1.161  -2.400  -9.758  0.0810
C  -7.042  0.390  15.684  -0.1113
O  -7.571  -0.806  15.185  -0.1917
C  -6.628  -1.820  14.940  -0.2616
C  -7.239  -3.114  14.593  -0.2484
N  -7.863  -3.086  13.287  -0.0507
C  -8.267  -4.459  13.016  -0.2163
C  -8.712  -4.827  11.597  -0.2270
O  -10.038  -4.444  11.295  -0.1966
C  -10.475  -4.728  9.998  -0.1114
H  -6.381  0.964  15.034  0.0874
H  -6.577  0.126  16.634  0.0877
H  -7.992  0.911  15.805  0.0932
H  -5.967  -2.011  15.785  0.1201
H  -5.980  -1.448  14.146  0.1255
H  -7.841  -3.360  15.468  0.1274
H  -6.532  -3.935  14.473  0.1185
H  -8.686  -2.503  13.335  0.1164
H  -9.095  -4.536  13.720  0.1234
H  -7.443  -5.147  13.207  0.1163
H  -8.506  -5.864  11.333  0.1193
H  -7.970  -4.242  11.054  0.1176
H  -10.742  -5.785  9.985  0.0809
H  -9.620  -4.718  9.323  0.0851
H  -11.346  -4.082  9.886  0.0963
C  -2.497  0.205  3.432  -0.0987
O  -2.273  0.353  2.012  -0.1902
C  -0.831  0.333  1.782  -0.2243
C  -0.517  0.205  0.308  -0.2461
N  0.878  0.065  -0.026  -0.0548
C  1.145  -0.003  -1.469  -0.1861
C  1.523  1.364  -2.133  -0.1902
O  2.650  1.874  -1.413  -0.2031
C  3.370  2.877  -2.011  -0.1402
H  -2.331  -0.820  3.761  0.0848
H  -3.513  0.550  3.627  0.0853
H  -1.783  0.880  3.905  0.0773
H  -0.329  -0.544  2.191  0.1165
H  -0.310  1.179  2.232  0.1200
H  -0.936  1.098  -0.157  0.1119
H  -1.174  -0.528  -0.161  0.1236
H  1.379  0.932  0.105  0.0910
H  0.406  -0.498  -2.099  0.1188
H  2.095  -0.538  -1.470  0.1104
H  0.714  2.086  -2.241  0.1197
H  1.872  1.117  -3.135  0.1146
H  2.911  3.819  -1.712  0.0815
H  3.306  2.966  -3.096  0.0863
H  4.404  2.878  -1.666  0.0926


2.
ORCA calculation (ωB97M-V with the def2-TZVPD basis set) on 2 unconnected molecules or ions with the total composition C2H7N2S in a non-equilibrium geometry.

Total energy   -16003.519 eV
Net charge   -1
Highest occupied orbital energy   -2.96 eV
E_LUMO   4.14 eV
Energy relative to the best compared isomer or geometry (same formula, charge and spin)   45.5 kJ/mol

Last column: Löwdin charge in e.
Atoms and positions in Å:
C  1.156  0.106  -0.765  -0.2225
N  -0.140  -0.515  -0.487  -0.1323
C  -0.237  -1.165  0.707  -0.3889
N  -1.115  -2.057  0.953  0.0425
H  1.051  0.685  -1.677  0.0453
H  1.431  0.798  0.038  0.0293
H  1.919  -0.662  -0.897  0.0623
H  -0.886  0.135  -0.757  0.0030
H  0.475  -0.826  1.480  0.1140
H  -1.133  -2.275  1.946  0.0065
S  -0.732  2.475  -0.274  -0.1074
H  -1.790  3.302  -0.265  -0.4519


3.
ORCA calculation (ωB97M-V with the def2-TZVPD basis set) on a molecular structure, C4H5BrO3 in a non-equilibrium geometry.

Total energy   -80413.086 eV
Highest occupied orbital energy   -11.22 eV
E_LUMO   0.50 eV
Energy relative to the best compared isomer or geometry (same formula, charge and spin)   0.0 kJ/mol

Last column: Löwdin charge in e.
Atoms and positions in Å:
C  -0.461  -2.226  0.450  -0.6385
C  -0.401  -0.490  -0.577  -0.7865
C  0.989  1.430  0.233  -0.0945
C  -0.417  0.880  0.018  -0.2723
O  -0.597  -3.232  1.050  0.1917
O  0.603  -1.506  0.114  0.0572
O  -1.385  -1.436  -0.106  0.0648
Br  -0.110  -0.567  -2.397  0.9362
H  1.601  1.465  -0.752  0.1007
H  1.386  0.739  0.999  0.0767
H  0.766  2.518  0.699  0.1287
H  -1.043  1.527  -0.659  0.1325
H  -0.931  0.898  0.928  0.1034


4.
ORCA calculation (ωB97M-V with the def2-TZVPD basis set) on 2 unconnected molecules or ions with the total composition C5H13NO in a non-equilibrium geometry.

Total energy   -8932.184 eV
Highest occupied orbital energy   -8.59 eV
E_LUMO   0.83 eV
SMILES string   C[C@H]1CCCN1.O
Energy relative to the best compared isomer or geometry (same formula, charge and spin)   176.3 kJ/mol

Last column: Löwdin charge in e.
Atoms and positions in Å:
N  -0.487  -0.472  -0.393  -0.0370
C  0.087  0.730  -0.940  -0.2966
C  -0.680  1.882  -0.267  -0.2127
C  -0.765  1.390  1.191  -0.1568
C  -0.902  -0.187  1.020  -0.3472
C  0.049  -1.066  1.951  -0.0529
H  0.230  -1.186  -0.320  0.0637
H  -0.123  0.903  -2.005  0.1040
H  1.189  0.906  -0.752  0.1222
H  -0.119  2.828  -0.262  0.1070
H  -1.650  1.820  -0.841  0.1253
H  0.362  1.528  1.537  0.1435
H  -1.601  1.879  1.698  0.1008
H  -1.989  -0.350  1.162  0.1222
H  0.934  -1.457  1.501  0.0527
H  0.180  -0.477  2.887  0.0709
H  -0.635  -1.936  2.265  0.0903
H  1.897  -0.881  -2.304  0.0099
H  2.364  -2.292  -2.831  0.0516
O  1.954  -1.810  -2.089  -0.0609


5.
ORCA calculation (ωB97M-V with the def2-TZVPD basis set) on C5H7NO in the gas phase in a non-equilibrium geometry.

Total energy   -8834.389 eV
Highest occupied orbital energy   -9.91 eV
E_LUMO   0.87 eV
SMILES string   C#CCCNC=O
Energy relative to the best compared isomer or geometry (same formula, charge and spin)   175.0 kJ/mol

Last column: Löwdin charge in e.
Atoms and positions in Å:
O  2.266  -0.259  1.540  0.0184
C  1.197  -0.847  1.635  -0.3572
N  -0.045  -0.394  1.307  0.0062
C  -0.277  0.916  0.765  -0.2053
C  -0.149  0.942  -0.761  -0.1921
C  -1.123  0.054  -1.406  -0.1505
C  -1.935  -0.694  -1.889  0.1070
H  1.013  -1.828  2.089  0.1254
H  -0.770  -1.091  1.147  0.1361
H  0.477  1.568  1.210  0.1225
H  -1.268  1.270  1.074  0.1253
H  -0.283  1.968  -1.118  0.1180
H  0.869  0.632  -1.025  0.1220
H  -2.652  -1.345  -2.341  0.0240


6.
ORCA calculation (ωB97M-V with the def2-TZVPD basis set) on 2 unconnected molecules or ions with the total composition C9H14 in a non-equilibrium geometry.

Total energy   -9559.793 eV
Highest occupied orbital energy   -9.05 eV
E_LUMO   1.01 eV
SMILES string   Cc1ccccc1.CC
Energy relative to the best compared isomer or geometry (same formula, charge and spin)   37.5 kJ/mol

Last column: Löwdin charge in e.
Atoms and positions in Å:
C  1.187  -0.652  -2.034  -0.0525
C  1.160  2.596  0.806  -0.1035
C  2.274  1.788  0.662  -0.0929
C  0.048  2.373  0.005  -0.0874
C  2.274  0.721  -0.229  -0.0541
C  0.051  1.279  -0.851  -0.0702
C  1.161  0.464  -1.030  -0.2884
H  1.162  3.368  1.574  0.1017
H  3.179  1.934  1.229  0.0977
H  -0.791  3.062  0.041  0.1028
H  3.132  0.067  -0.262  0.1047
H  -0.722  1.215  -1.605  0.1088
H  1.362  -0.213  -3.025  0.0853
H  0.218  -1.130  -2.154  0.0701
H  1.962  -1.392  -1.832  0.0776
C  -1.736  -1.850  1.690  -0.1605
C  -2.642  -2.074  0.472  -0.1648
H  -0.945  -1.139  1.456  0.0493
H  -2.297  -1.249  2.402  0.0556
H  -1.374  -2.732  2.196  0.0576
H  -2.587  -3.114  0.139  0.0589
H  -3.693  -1.896  0.705  0.0581
H  -2.383  -1.424  -0.356  0.0461


7.
ORCA calculation (ωB97M-V with the def2-TZVPD basis set) on a molecular structure, C16H18N5OPdS.

Total energy   -40667.755 eV
Net charge   +3
Highest occupied orbital energy (spin up / spin down)   -18.75 / -18.89 eV
E_LUMO (spin up / spin down)   -14.53 / -14.94 eV

Last column: Löwdin charge in e.
Atoms and positions in Å:
Pd  0.358  -0.032  1.231  1.0228
O  3.054  -0.156  4.123  0.2543
C  2.421  0.211  3.191  -0.3297
N  1.281  -0.585  2.726  0.0022
C  0.974  -1.823  3.342  -0.0655
C  -0.197  -2.444  2.657  -0.2150
C  -0.761  -3.644  3.058  0.0641
C  -1.850  -4.141  2.355  0.0424
C  -2.343  -3.419  1.278  0.0385
C  -1.731  -2.225  0.926  -0.0640
N  -0.677  -1.744  1.598  -0.0467
C  2.583  1.418  2.345  -0.1712
C  3.571  2.344  2.590  0.0803
C  3.645  3.462  1.761  0.0487
C  2.725  3.592  0.737  0.0393
C  1.755  2.611  0.550  -0.0775
N  1.682  1.538  1.335  -0.0393
H  0.802  -1.648  4.424  0.2155
H  1.874  -2.469  3.333  0.2101
H  -0.352  -4.177  3.907  0.1522
H  -2.306  -5.079  2.646  0.1481
H  -3.194  -3.769  0.712  0.1428
H  -2.089  -1.637  0.094  0.0919
H  4.255  2.186  3.414  0.1553
H  4.407  4.214  1.920  0.1480
H  2.744  4.447  0.075  0.1421
H  1.027  2.694  -0.243  0.0817
S  -1.003  0.891  -0.531  0.7235
C  -1.229  0.796  -2.282  -0.6885
N  -2.218  1.521  -2.751  0.0517
C  -2.564  1.553  -4.190  -0.1056
C  -2.095  0.272  -4.856  -0.1354
C  -0.645  -0.020  -4.515  -0.1105
N  -0.457  0.059  -3.048  0.0590
H  -2.763  2.073  -2.104  0.1496
H  -2.099  2.436  -4.631  0.1423
H  -3.642  1.674  -4.261  0.1427
H  -2.197  0.372  -5.935  0.1413
H  -2.726  -0.562  -4.543  0.1330
H  0.036  0.689  -4.988  0.1407
H  -0.354  -1.021  -4.827  0.1395
H  0.297  -0.458  -2.624  0.1455


Among the records above, which one has the highest total energy? C5H7NO


total energy of number 3 (C4H5BrO3)? -80413.086 eV